# 1
Formula: C80H138As2F12N10
Source: the Open Molecules 2025 dataset
Level of theory: ωB97M-V/def2-TZVPD

```
! RIJCOSX wB97M-V def2-TZVPD def2/J DEFGRID3
* xyz 8 1
C -2.06 8.54 -2.65
C -3.42 7.99 -2.39
C -3.54 6.53 -2.11
C -3.18 6.35 -0.59
N -3.41 4.91 -0.07
C -2.84 4.77 1.37
C -1.66 3.80 1.42
C -2.01 2.86 0.27
C -2.60 3.81 -0.85
C -4.94 4.51 -0.01
C -5.76 5.34 1.05
C -7.01 4.59 1.74
H -1.34 7.87 -3.12
H -1.74 8.67 -1.62
H -2.19 9.48 -3.18
H -4.04 8.14 -3.27
H -3.93 8.64 -1.68
H -2.86 5.96 -2.74
H -4.52 6.16 -2.41
H -3.90 6.92 0.00
H -2.12 6.56 -0.45
H -3.64 4.34 1.97
H -2.51 5.75 1.71
H -1.55 3.17 2.30
H -0.76 4.35 1.14
H -2.74 2.17 0.68
H -1.15 2.30 -0.09
H -3.18 3.30 -1.62
H -1.88 4.33 -1.49
H -4.98 3.46 0.28
H -5.32 4.64 -1.03
H -6.16 6.21 0.54
H -5.17 5.91 1.77
H -6.65 3.86 2.45
H -7.75 4.18 1.06
H -7.58 5.31 2.32
C 7.47 4.88 -3.79
C 7.05 3.64 -2.93
C 5.69 3.99 -2.17
C 4.85 2.76 -1.79
N 3.60 3.14 -0.98
C 4.01 4.06 0.24
C 3.04 3.77 1.37
C 2.83 2.21 1.20
C 2.97 1.90 -0.36
C 2.53 4.00 -1.72
C 2.07 3.42 -3.08
C 0.88 4.31 -3.72
H 7.33 5.78 -3.19
H 6.83 4.76 -4.66
H 8.48 4.86 -4.20
H 7.90 3.36 -2.31
H 6.87 2.70 -3.44
H 4.97 4.62 -2.70
H 5.86 4.55 -1.26
H 5.30 2.03 -1.11
H 4.42 2.24 -2.64
H 4.00 5.13 0.02
H 4.99 3.64 0.46
H 2.04 4.19 1.25
H 3.50 4.10 2.31
H 1.86 1.87 1.57
H 3.56 1.68 1.81
H 2.05 1.73 -0.92
H 3.66 1.12 -0.68
H 3.07 4.92 -1.97
H 1.71 4.13 -1.02
H 1.85 2.36 -2.92
H 2.86 3.47 -3.83
H -0.06 4.32 -3.17
H 0.67 3.92 -4.71
H 1.13 5.36 -3.85
C -1.44 3.02 9.72
C -2.69 2.55 8.95
C -2.45 2.12 7.53
C -1.38 0.95 7.41
N -1.11 0.37 6.01
C -2.17 -0.64 5.44
C -1.87 -1.96 6.17
C -0.39 -1.93 6.52
C 0.18 -0.56 6.16
C -0.68 1.49 4.99
C 0.44 2.43 5.52
C 1.01 3.39 4.44
H -0.98 3.69 9.00
H -0.77 2.17 9.88
H -1.76 3.49 10.65
H -3.41 3.36 9.05
H -3.11 1.78 9.61
H -2.11 3.00 6.99
H -3.44 1.90 7.12
H -1.79 0.19 8.08
H -0.46 1.26 7.90
H -1.90 -0.56 4.38
H -3.20 -0.29 5.43
H -2.07 -2.78 5.47
H -2.49 -1.99 7.06
H 0.11 -2.68 5.91
H -0.10 -2.21 7.53
H 0.70 -0.62 5.20
H 0.87 -0.24 6.94
H -1.62 1.99 4.76
H -0.47 0.93 4.09
H 1.29 1.92 5.98
H 0.04 3.15 6.24
H 1.47 3.01 3.53
H 1.75 4.08 4.85
H 0.17 4.01 4.13
C 7.35 -0.35 -0.08
C 7.08 -1.27 1.12
C 5.72 -1.27 1.73
C 5.59 -2.33 2.80
N 4.16 -2.21 3.50
C 4.09 -3.36 4.56
C 2.89 -4.18 4.27
C 2.04 -3.41 3.23
C 2.99 -2.64 2.51
C 3.71 -0.86 4.13
C 4.68 -0.28 5.12
C 4.16 1.10 5.43
H 8.22 -0.64 -0.67
H 7.52 0.69 0.20
H 6.45 -0.27 -0.70
H 7.77 -1.00 1.92
H 7.32 -2.26 0.73
H 5.01 -1.50 0.94
H 5.47 -0.31 2.21
H 6.41 -2.24 3.50
H 5.58 -3.33 2.37
H 3.91 -2.87 5.51
H 5.03 -3.88 4.72
H 2.38 -4.34 5.22
H 3.27 -5.10 3.83
H 1.31 -2.77 3.74
H 1.39 -4.15 2.76
H 2.50 -1.84 1.96
H 3.47 -3.33 1.82
H 2.76 -1.04 4.62
H 3.70 -0.10 3.34
H 5.67 -0.08 4.71
H 4.87 -0.88 6.01
H 3.25 0.98 6.01
H 3.98 1.65 4.50
H 4.93 1.67 5.95
C 6.88 -5.03 -0.26
N 5.42 -5.23 -0.14
C 4.54 -4.34 -0.67
C 3.17 -4.50 -0.43
C 2.67 -5.58 0.28
C 3.60 -6.52 0.66
C 4.97 -6.35 0.50
C 1.20 -5.77 0.54
C 0.24 -5.09 -0.24
C -1.09 -5.00 0.24
N -1.43 -5.76 1.28
C -0.58 -6.57 1.93
C 0.73 -6.56 1.58
C -2.81 -5.72 1.84
H 7.39 -4.98 0.70
H 7.04 -4.12 -0.83
H 7.20 -5.91 -0.81
H 4.95 -3.55 -1.27
H 2.63 -3.70 -0.93
H 3.34 -7.46 1.11
H 5.69 -7.10 0.80
H 0.45 -4.35 -0.99
H -1.83 -4.43 -0.29
H -1.07 -7.17 2.67
H 1.44 -7.16 2.13
H -2.62 -5.23 2.79
H -3.09 -6.78 1.91
H -3.51 -5.21 1.18
C -1.43 0.25 -3.01
N -1.35 -0.70 -4.15
C -0.89 -1.99 -3.93
C -0.87 -2.89 -4.99
C -1.37 -2.51 -6.25
C -1.82 -1.22 -6.38
C -1.86 -0.29 -5.34
C -1.59 -3.53 -7.28
C -1.35 -3.30 -8.65
C -1.65 -4.22 -9.60
N -2.18 -5.38 -9.21
C -2.41 -5.67 -7.91
C -2.07 -4.74 -6.94
C -2.58 -6.37 -10.24
H -0.54 0.04 -2.42
H -2.23 -0.05 -2.34
H -1.49 1.29 -3.32
H -0.42 -2.24 -2.98
H -0.46 -3.86 -4.73
H -2.28 -0.87 -7.29
H -2.08 0.76 -5.51
H -0.97 -2.36 -9.01
H -1.52 -4.03 -10.66
H -2.61 -6.71 -7.72
H -2.22 -5.08 -5.93
H -2.18 -7.36 -9.98
H -2.27 -6.12 -11.25
H -3.66 -6.48 -10.31
C -4.48 -2.53 1.18
N -4.96 -2.35 -0.23
C -4.74 -1.06 -0.76
C -5.15 -0.79 -2.05
C -5.77 -1.83 -2.78
C -6.05 -3.04 -2.17
C -5.61 -3.38 -0.88
C -6.12 -1.60 -4.25
C -5.33 -0.84 -5.15
C -5.83 -0.50 -6.37
N -7.09 -0.91 -6.78
C -7.84 -1.71 -5.99
C -7.38 -2.07 -4.75
C -7.66 -0.49 -8.06
H -4.52 -1.64 1.80
H -3.41 -2.72 1.14
H -4.92 -3.42 1.62
H -4.17 -0.43 -0.09
H -5.02 0.21 -2.44
H -6.59 -3.84 -2.66
H -5.62 -4.37 -0.45
H -4.37 -0.55 -4.75
H -5.36 0.16 -7.09
H -8.81 -1.92 -6.42
H -8.01 -2.60 -4.05
H -7.79 -1.42 -8.61
H -6.96 0.21 -8.52
H -8.60 0.03 -7.89
As -0.44 -1.37 1.18
F -0.69 -2.79 2.20
F 0.97 -2.28 0.45
F -0.19 0.09 0.17
F -1.91 -0.57 1.97
F 0.63 -0.59 2.43
F -1.54 -2.01 -0.10
As 3.06 -1.53 -3.26
F 2.94 -1.43 -1.47
F 2.33 -3.20 -3.20
F 3.25 -1.54 -5.04
F 3.88 0.09 -3.28
F 4.62 -2.34 -3.00
F 1.47 -0.78 -3.47
*
```

Results
E_HOMO	-22.16	eV



# 2
Formula: C46H39BF3FeI2N3O4S2
Source: the Open Molecules 2025 dataset
Level of theory: ωB97M-V/def2-TZVPD

```
! RIJCOSX wB97M-V def2-TZVPD def2/J DEFGRID3
* xyz -1 2
Fe 0.37 1.15 -1.12
F 4.99 1.93 -3.97
C 4.28 1.01 -4.67
F 3.50 1.69 -5.52
F 5.19 0.35 -5.43
C 3.52 0.08 -3.79
C 3.91 -1.25 -3.70
C 3.22 -2.11 -2.86
C 2.13 -1.61 -2.17
N 1.73 -0.35 -2.28
C 2.43 0.54 -3.01
S 1.90 2.15 -2.80
H 4.76 -1.59 -4.27
H 3.52 -3.15 -2.74
H 1.55 -2.23 -1.50
I -3.78 1.14 -4.20
C -3.09 2.53 -2.81
C -3.86 3.64 -2.48
C -3.43 4.58 -1.58
I -4.68 6.19 -1.12
C -2.15 4.45 -0.98
C -1.55 5.36 -0.09
C -0.27 5.14 0.36
C 0.41 3.99 -0.05
N -0.14 3.10 -0.84
C -1.39 3.32 -1.32
C -1.84 2.30 -2.22
O -1.08 1.29 -2.43
H -4.83 3.75 -2.95
H -2.10 6.23 0.23
H 0.22 5.83 1.03
H 1.42 3.79 0.27
O -0.99 0.84 0.21
S -1.12 -1.83 -1.22
C -1.90 -2.12 -2.80
C -1.21 -1.86 -3.98
C -1.81 -2.09 -5.20
C -3.11 -2.58 -5.26
C -3.81 -2.83 -4.08
C -3.21 -2.59 -2.86
C -0.67 -3.49 -0.76
C -0.20 -4.43 -1.67
C 0.17 -5.69 -1.24
C 0.09 -6.03 0.11
C -0.36 -5.08 1.02
C -0.75 -3.82 0.59
H -0.21 -1.44 -3.92
H -1.27 -1.87 -6.12
H -3.58 -2.76 -6.22
H -4.83 -3.19 -4.12
H -3.75 -2.77 -1.93
H -0.13 -4.17 -2.72
H 0.53 -6.42 -1.96
H 0.37 -7.02 0.44
H -0.42 -5.33 2.07
H -1.10 -3.07 1.29
N 1.64 1.06 0.16
C 2.41 1.08 1.15
C 2.21 2.05 2.27
C 0.92 2.47 2.59
C 0.73 3.41 3.59
C 1.81 3.94 4.27
C 3.10 3.54 3.95
C 3.30 2.59 2.95
C 3.54 0.11 1.21
C 3.83 -0.59 2.38
C 4.85 -1.53 2.39
C 5.61 -1.75 1.25
C 5.33 -1.04 0.09
C 4.31 -0.11 0.06
H 0.08 2.06 2.04
H -0.28 3.72 3.84
H 1.65 4.68 5.05
H 3.95 3.96 4.48
H 4.31 2.27 2.70
H 3.23 -0.42 3.26
H 5.06 -2.08 3.30
H 6.41 -2.48 1.27
H 5.92 -1.22 -0.81
H 4.08 0.45 -0.84
C -3.75 -1.59 2.06
C -2.55 -1.00 2.81
C -2.14 -1.94 3.93
O -1.48 -0.87 1.88
B -1.57 0.42 1.29
O -2.45 1.21 2.08
C -2.79 0.47 3.26
C -4.23 0.79 3.65
C -1.84 0.89 4.38
H -3.44 -2.53 1.60
H -4.07 -0.91 1.26
H -4.60 -1.78 2.72
H -2.08 -2.97 3.56
H -2.86 -1.92 4.75
H -1.16 -1.67 4.32
H -4.90 0.64 2.80
H -4.30 1.83 3.96
H -4.56 0.16 4.48
H -0.81 0.65 4.12
H -2.09 0.41 5.33
H -1.92 1.98 4.50
*
```

Results
energy above the lowest of the compared OMol25 structures with the same formula, charge and spin	0.8	kcal/mol
E_HOMO (alpha / beta)	-4.79 / -4.79	eV



# 3
Formula: C19H16INOPRuSe2Te2
Source: the Open Molecules 2025 dataset
Level of theory: ωB97M-V/def2-TZVPD

```
! RIJCOSX wB97M-V def2-TZVPD def2/J DEFGRID3
* xyz 0 2
Ru -2.24 -0.37 -1.46
Se -2.56 1.86 -2.34
Te -3.88 3.38 -0.92
Te -3.90 2.03 1.39
Se -3.77 -0.24 0.42
O -3.29 -3.06 -1.48
N -2.18 -2.40 -0.98
C -1.70 -2.99 0.03
C -0.44 -2.62 0.68
C 0.14 -3.66 1.43
C 1.38 -3.50 2.03
C 2.06 -2.30 1.89
C 1.49 -1.27 1.16
C 0.24 -1.40 0.56
P -0.39 0.05 -0.37
C 1.07 0.46 -1.39
C 1.29 -0.33 -2.52
C 2.39 -0.11 -3.33
C 3.29 0.91 -3.03
C 3.08 1.69 -1.90
C 1.98 1.46 -1.09
C -0.41 1.35 0.91
C -0.48 2.69 0.53
C -0.56 3.69 1.48
C -0.59 3.37 2.83
C -0.56 2.04 3.22
C -0.47 1.04 2.27
H -3.34 -2.73 -2.40
H -2.21 -3.89 0.38
H -0.38 -4.60 1.52
H 1.81 -4.31 2.60
H 3.03 -2.16 2.35
H 2.03 -0.34 1.06
H 0.59 -1.11 -2.78
H 2.54 -0.73 -4.21
H 4.14 1.09 -3.67
H 3.78 2.48 -1.66
H 1.85 2.07 -0.20
H -0.47 2.95 -0.52
H -0.60 4.73 1.16
H -0.66 4.16 3.57
H -0.60 1.78 4.27
H -0.44 0.01 2.59
I -2.08 -1.16 -4.05
*
```

Results
energy above the lowest of the compared OMol25 structures with the same formula, charge and spin	4.9	kcal/mol
E_HOMO (alpha / beta)	-7.25 / -7.23	eV



Number 1: strongest force on any atom 4.382 eV Å⁻¹. Number 2: strongest force on any atom 1.970 eV Å⁻¹. Number 3: strongest force on any atom 0.713 eV Å⁻¹.